# 1
{"formula": "C32H43BClHfN7S3Se2Te2", "method": "the ωB97M-V functional and the def2-TZVPD basis", "spin_multiplicity": 1, "relative_energy_ev": 0.000, "mol_weight_g_mol": 1259.82, "charge": 2, "energy_ev": -236597.267, "gap_ha": 0.24831, "symbols": ["Hf", "C", "C", "C", "C", "N", "N", "B", "N", "N", "C", "C", "C", "C", "C", "S", "C", "C", "C", "C", "N", "N", "C", "C", "C", "C", "C", "S", "C", "C", "C", "C", "C", "S", "C", "C", "C", "C", "H", "H", "H", "H", "H", "H", "H", "H", "H", "H", "H", "H", "H", "H", "H", "H", "H", "H", "H", "H", "H", "H", "H", "H", "H", "H", "H", "H", "H", "H", "H", "H", "H", "H", "H", "H", "H", "H", "H", "Se", "Te", "Te", "Se", "Cl", "C", "C", "C", "C", "N", "C", "H", "H", "H", "H"], "coordinates": [[3.40415, -0.60161, 2.56363], [2.03214, -4.81314, 0.22720], [1.51786, -3.56871, -0.43047], [1.31422, -3.49436, -1.77517], [0.87256, -2.29956, -2.37667], [0.60860, -1.24972, -1.64269], [0.79034, -1.32769, -0.31653], [0.47320, 0.02561, 0.37825], [-0.20739, 1.05625, -0.59994], [-1.41560, 1.15394, -1.12327], [-1.63080, 2.24020, -1.84444], [-0.59799, 3.18328, -2.07421], [0.64909, 3.06135, -1.51887], [1.77376, 4.03516, -1.69049], [0.78267, 1.92436, -0.72792], [1.99788, 1.27100, 0.34474], [-3.06339, 2.44421, -2.33283], [-3.18323, 3.72909, -3.15164], [-3.98463, 2.53367, -1.10310], [-3.48465, 1.24748, -3.19473], [-0.37322, -0.12182, 1.66897], [-1.52810, -0.65861, 1.22454], [-2.52259, -0.79838, 2.05328], [-2.39269, -0.35951, 3.39263], [-1.22610, 0.16128, 3.85183], [-1.06421, 0.60372, 5.27933], [-0.13804, 0.24341, 2.93289], [1.38802, 0.79476, 3.52925], [-3.80349, -1.43318, 1.53580], [-3.68565, -1.76491, 0.04907], [-4.96586, -0.45441, 1.75562], [-4.05291, -2.72381, 2.33472], [1.26574, -2.39805, 0.32819], [1.57090, -2.37236, 2.04254], [0.67122, -2.11762, -3.87898], [1.07138, -3.37241, -4.65602], [1.52658, -0.92987, -4.34635], [-0.81211, -1.81327, -4.12504], [2.15399, -5.61188, -0.50249], [1.35110, -5.14976, 1.01122], [2.99120, -4.61661, 0.70567], [1.51998, -4.36083, -2.39106], [-0.81437, 4.05493, -2.67916], [1.47300, 4.88356, -2.30010], [2.62691, 3.54842, -2.16896], [2.10972, 4.40623, -0.71907], [-2.92725, 4.61762, -2.56648], [-4.21810, 3.84363, -3.47747], [-2.56021, 3.70531, -4.05118], [-3.74636, 3.40919, -0.48973], [-3.89212, 1.63779, -0.48589], [-5.02301, 2.62308, -1.42985], [-2.83753, 1.13968, -4.07236], [-4.50850, 1.39700, -3.54649], [-3.45098, 0.32167, -2.61928], [-3.23417, -0.45541, 4.07108], [-1.98959, 0.45292, 5.83240], [-0.79282, 1.66128, 5.33026], [-0.26367, 0.04588, 5.76943], [-3.46833, -0.87281, -0.54586], [-4.62988, -2.19387, -0.29162], [-2.88987, -2.49246, -0.13792], [-4.80436, 0.48233, 1.21317], [-5.11693, -0.21827, 2.81364], [-5.89050, -0.90389, 1.38686], [-3.22002, -3.42444, 2.22236], [-4.95855, -3.21059, 1.96607], [-4.19470, -2.52614, 3.40147], [2.12714, -3.62661, -4.51479], [0.92074, -3.19026, -5.72159], [0.45891, -4.23910, -4.38497], [2.59147, -1.11416, -4.17242], [1.24276, -0.01372, -3.82132], [1.38121, -0.77400, -5.41839], [-1.44713, -2.64530, -3.80201], [-0.98349, -1.65068, -5.19286], [-1.11291, -0.91876, -3.58154], [4.52468, -0.94301, 0.22567], [6.44094, -1.72283, 1.69560], [5.08833, -3.46067, 3.24154], [3.89384, -1.83388, 4.76827], [6.69015, 4.03585, 1.07372], [5.95868, 3.15974, 2.35495], [6.12962, 3.53887, 3.67313], [5.50598, 2.79424, 4.65986], [4.75014, 1.70080, 4.30103], [4.59925, 1.32694, 3.01465], [5.19203, 2.05888, 2.05819], [6.74077, 4.39976, 3.91988], [5.60988, 3.05564, 5.70415], [4.26189, 1.10016, 5.05057], [5.06342, 1.73275, 1.03689]], "atomic_forces_ev_per_a": [[-0.11, -0.83, 0.33], [-0.11, 0.06, -0.03], [0.11, -0.21, 0.22], [0.02, -0.14, -0.26], [0.01, 0.05, -0.17], [0.06, -0.05, 0.25], [-0.11, 0.34, 0.03], [-0.13, 0.05, 0.17], [-0.23, -0.31, 0.07], [0.30, 0.10, 0.06], [-0.16, 0.02, 0.10], [-0.17, 0.20, -0.09], [0.26, 0.23, -0.10], [-0.04, -0.08, 0.03], [-0.04, -0.19, 0.22], [-0.03, 0.26, -0.37], [0.08, 0.00, -0.07], [-0.10, 0.05, -0.06], [0.09, 0.06, 0.02], [0.05, -0.03, -0.09], [0.12, 0.03, -0.30], [0.05, 0.02, 0.11], [-0.12, -0.03, -0.05], [-0.30, -0.10, 0.06], [0.16, 0.12, 0.33], [0.02, 0.00, -0.12], [-0.07, -0.07, -0.05], [0.53, -0.05, -0.21], [0.08, -0.03, 0.08], [0.05, 0.01, -0.07], [-0.04, 0.08, 0.03], [0.02, -0.02, 0.04], [0.09, 0.07, -0.08], [0.05, 0.22, -0.07], [0.00, -0.05, 0.05], [0.03, -0.05, -0.02], [0.04, 0.02, 0.01], [-0.07, -0.09, -0.05], [-0.01, 0.04, 0.02], [0.01, 0.02, -0.02], [0.06, 0.03, 0.02], [-0.03, 0.06, 0.03], [0.03, -0.08, 0.00], [-0.02, -0.01, 0.00], [-0.03, 0.01, 0.02], [-0.02, -0.02, -0.03], [-0.04, -0.06, -0.04], [0.05, 0.01, 0.01], [-0.05, -0.01, 0.07], [-0.01, -0.09, -0.05], [0.00, 0.04, -0.05], [0.07, 0.00, 0.01], [-0.07, 0.01, 0.10], [0.09, -0.02, 0.03], [0.02, 0.00, -0.03], [0.07, -0.01, -0.08], [0.02, 0.00, -0.04], [-0.02, -0.07, -0.02], [-0.05, 0.00, -0.04], [-0.02, -0.09, 0.07], [0.05, 0.02, 0.00], [-0.08, 0.07, 0.02], [-0.03, -0.10, 0.07], [0.02, -0.03, -0.12], [0.06, 0.03, 0.03], [-0.07, 0.05, 0.00], [0.06, 0.04, 0.03], [0.01, -0.02, -0.09], [-0.10, 0.03, -0.01], [0.01, -0.02, 0.06], [0.06, 0.10, -0.03], [-0.09, 0.01, -0.01], [0.02, -0.08, -0.05], [0.01, -0.02, 0.09], [0.06, 0.09, -0.04], [0.02, -0.02, 0.10], [-0.05, 0.05, 0.02], [-0.03, 0.01, -0.10], [-0.21, 0.16, 0.09], [0.03, -0.03, 0.03], [-0.07, 0.10, -0.09], [0.03, 0.04, -0.04], [0.12, 0.19, -0.07], [0.10, 0.16, 0.22], [0.05, 0.10, 0.09], [0.01, 0.04, -0.23], [-0.14, 0.09, 0.18], [-0.17, -0.27, -0.03], [-0.05, -0.06, -0.02], [0.00, -0.01, -0.04], [-0.06, -0.11, 0.07], [-0.02, -0.03, -0.06]]}



# 2
{"formula": "C32H43ClGeN9O3SV", "method": "the ωB97M-V functional and the def2-TZVPD basis", "spin_multiplicity": 3, "relative_energy_ev": 0.248, "mol_weight_g_mol": 792.83, "energy_ev": -158998.069, "gap_ha": [0.23372, 0.23652], "symbols": ["V", "C", "Ge", "C", "C", "C", "H", "H", "H", "H", "H", "H", "H", "H", "H", "H", "S", "C", "N", "C", "C", "C", "N", "H", "H", "H", "H", "H", "H", "H", "H", "C", "C", "N", "C", "C", "N", "C", "N", "N", "N", "C", "C", "C", "C", "C", "C", "H", "H", "H", "H", "H", "H", "H", "H", "H", "H", "H", "C", "C", "C", "C", "Cl", "C", "C", "C", "O", "C", "C", "O", "O", "H", "H", "H", "H", "H", "H", "H", "H", "C", "C", "N", "C", "C", "N", "H", "H", "H", "H", "H", "H"], "coordinates": [[-0.62770, 0.60201, 0.24917], [-1.75811, -1.93266, 3.54347], [-2.63446, -0.23006, 3.00956], [-4.46017, -0.67047, 2.35246], [-2.90659, 0.81737, 4.68903], [-1.80828, 0.87084, 1.65058], [-2.49430, -2.56515, 4.04120], [-0.93782, -1.75651, 4.24305], [-1.37504, -2.47197, 2.67527], [-5.00014, -1.32850, 3.03603], [-4.39605, -1.14896, 1.37371], [-5.02909, 0.25464, 2.24116], [-3.37155, 0.21473, 5.47191], [-3.56066, 1.66548, 4.48045], [-1.95863, 1.20075, 5.07248], [-2.38296, 1.81300, 1.65334], [-1.63841, -1.11066, -1.23462], [-2.99298, -0.48269, -2.04340], [-3.19080, -0.80627, -3.32679], [-4.32081, -0.35544, -4.12863], [-5.47709, 0.00408, -3.20805], [-4.96800, 0.92530, -2.11047], [-3.90696, 0.22976, -1.39456], [-2.45273, -1.32770, -3.76782], [-4.60622, -1.16077, -4.80650], [-4.03165, 0.50917, -4.73340], [-5.87367, -0.90770, -2.75559], [-6.27462, 0.48111, -3.77579], [-5.76127, 1.16425, -1.40366], [-4.57379, 1.85609, -2.52569], [-3.57352, 0.62172, -0.51939], [1.01156, 0.39586, 3.36932], [1.05506, -0.74495, 2.41601], [0.47022, -0.81433, 1.22982], [0.75586, -2.06972, 0.72765], [1.51628, -2.75758, 1.61208], [1.70030, -1.91279, 2.68261], [2.53279, -2.21031, 3.82284], [3.85466, -2.57457, 3.39459], [4.36239, -3.79436, 3.70775], [5.49038, -3.94128, 3.13730], [5.76566, -2.81740, 2.39585], [6.84642, -2.49939, 1.57244], [6.81163, -1.28352, 0.92659], [5.74031, -0.38999, 1.09227], [4.66675, -0.68325, 1.90757], [4.70018, -1.91766, 2.55139], [0.20259, 1.05158, 3.04461], [1.95667, 0.94785, 3.37976], [0.79321, 0.05178, 4.38162], [0.38590, -2.40056, -0.22760], [1.94124, -3.74639, 1.58393], [2.14422, -3.06380, 4.37787], [2.56160, -1.33574, 4.47037], [7.66667, -3.19254, 1.44637], [7.62662, -1.00665, 0.27103], [5.75916, 0.55327, 0.56168], [3.85019, 0.01643, 2.03650], [1.78838, -1.08387, -2.90565], [0.82332, -0.62763, -3.96017], [0.61282, -1.34682, -5.12341], [-0.28513, -0.89546, -6.08032], [-0.48644, -1.79438, -7.55579], [-1.02101, 0.25296, -5.87003], [-0.82772, 0.98277, -4.70329], [0.11687, 0.57071, -3.77182], [0.43326, 1.26628, -2.64413], [-0.06578, 2.59958, -2.51299], [-1.53434, 2.54504, -2.01686], [-2.41869, 2.95358, -2.77224], [-1.70269, 1.99533, -0.88245], [2.23146, -2.04340, -3.16841], [1.26802, -1.18038, -1.95148], [2.58759, -0.35007, -2.77944], [1.16096, -2.26454, -5.29472], [-1.73771, 0.58593, -6.60777], [-1.44075, 1.85591, -4.52342], [0.02213, 3.15842, -3.44384], [0.56136, 3.05985, -1.75230], [-0.22521, 3.90450, 1.55598], [0.90977, 3.12637, 1.00197], [0.87494, 1.87023, 0.59984], [2.14468, 1.55675, 0.15468], [2.95501, 2.63648, 0.29750], [2.16168, 3.62121, 0.84061], [-1.12894, 3.64101, 1.00845], [-0.03929, 4.97585, 1.48265], [-0.39366, 3.65082, 2.60458], [2.39282, 0.58410, -0.23660], [3.99216, 2.79238, 0.06014], [2.44571, 4.56570, 1.02998]], "atomic_forces_ev_per_a": [[-2.17, 0.02, -0.79], [-0.06, 0.21, -0.16], [-0.24, 0.23, -0.05], [0.23, -0.06, 0.17], [0.04, -0.25, -0.18], [-0.37, -0.08, 0.84], [0.01, -0.01, 0.02], [0.00, 0.00, 0.00], [0.00, 0.00, 0.00], [-0.02, 0.00, -0.01], [0.02, -0.04, 0.01], [0.01, 0.02, 0.01], [-0.01, -0.01, -0.01], [0.02, 0.02, -0.01], [0.01, 0.01, -0.02], [-0.05, 0.00, -0.17], [0.50, -0.59, 0.02], [-0.44, -0.09, -0.11], [-0.14, 0.08, 0.13], [-0.10, 0.02, 0.01], [0.10, -0.02, 0.04], [-0.10, -0.02, -0.06], [0.15, 0.24, -0.12], [0.11, 0.00, 0.00], [0.05, 0.00, 0.00], [0.04, 0.00, 0.03], [-0.06, 0.02, -0.01], [0.02, 0.02, -0.01], [0.03, -0.03, 0.04], [0.01, 0.04, 0.02], [0.03, -0.04, 0.07], [0.02, 0.01, -0.03], [0.03, -0.09, -0.01], [0.75, -1.00, 0.58], [0.13, -0.15, 0.07], [-0.05, -0.07, -0.08], [-0.05, 0.08, -0.10], [-0.10, -0.03, 0.11], [0.12, 0.01, -0.05], [-0.11, 0.13, -0.04], [0.15, -0.28, 0.06], [-0.36, 0.46, -0.04], [0.04, -0.01, -0.03], [0.19, -0.16, -0.04], [-0.22, 0.01, 0.13], [-0.03, 0.26, -0.08], [0.32, -0.40, 0.09], [-0.01, 0.01, -0.01], [-0.02, 0.01, 0.01], [0.02, 0.01, -0.01], [-0.02, 0.00, 0.02], [-0.01, 0.01, 0.01], [0.02, 0.04, 0.03], [-0.02, 0.00, -0.02], [0.01, 0.01, 0.00], [0.00, 0.00, 0.01], [-0.01, 0.01, 0.01], [0.00, -0.03, -0.05], [-0.01, 0.06, -0.13], [0.01, 0.14, 0.10], [0.02, -0.04, 0.03], [-0.10, 0.03, 0.04], [-0.03, -0.07, -0.06], [0.09, -0.08, 0.01], [0.01, 0.15, 0.04], [-0.03, -0.14, -0.19], [0.26, 0.10, 0.09], [-0.36, -0.14, 0.24], [0.12, -0.22, -0.30], [-0.04, 0.16, 0.14], [0.15, 0.49, -0.15], [-0.01, -0.01, 0.01], [0.05, 0.00, 0.02], [0.01, -0.02, 0.05], [0.00, 0.00, 0.00], [-0.01, 0.00, -0.02], [0.07, 0.06, 0.03], [-0.04, -0.10, -0.10], [0.06, 0.04, 0.02], [-0.06, -0.04, -0.01], [0.04, 0.13, 0.04], [1.27, 1.00, -0.08], [0.30, 0.13, 0.09], [0.03, -0.10, -0.04], [-0.09, -0.09, -0.06], [-0.01, 0.05, 0.00], [0.02, 0.00, -0.04], [0.00, -0.06, -0.02], [-0.06, -0.01, -0.02], [-0.01, 0.02, 0.00], [-0.05, 0.02, 0.08]]}



Which formula does entry 2 have? C32H43ClGeN9O3SV